# 1
47
Properties=species:S:1:pos:R:3:forces:R:3 method="wB97M-V/def2-TZVPD" spin_multiplicity=1 homo_ha=-0.32919 homo_lumo_gap_ev=9.380 e_tot_ha=-1657.88924
O 5.725183 -3.483876 1.978484 0.0067 -0.1642 0.0099
C 4.672438 -2.931993 1.196422 -0.0590 0.0631 -0.0179
C 3.339560 -3.632381 1.393153 0.0395 0.0001 0.0553
B 2.064344 -3.005518 0.698927 -0.0073 0.0498 0.1516
C 0.670240 -3.696725 0.964371 0.0160 -0.0820 0.0243
C 0.505494 -4.951744 0.080648 0.0535 0.0303 -0.0655
O 0.989993 -6.142336 0.689750 0.1041 -0.0157 0.0456
C 2.183700 -1.835766 -0.346712 0.0526 0.0112 -0.1414
C 1.170749 -0.699842 -0.184824 -0.0795 0.0016 0.0157
C 1.394733 0.050013 1.103181 0.2371 -0.0138 -0.0822
F 1.273101 -0.833684 2.191471 -0.0401 0.0026 -0.0405
H 5.688642 -4.444854 1.904477 0.0123 0.1314 -0.0167
H 4.947438 -2.928424 0.134075 0.0115 -0.0226 0.0282
H 4.600804 -1.888575 1.511636 -0.0203 -0.0304 -0.0149
H 3.430322 -4.674672 1.041176 0.0262 0.0252 0.0145
H 3.128536 -3.718584 2.467533 0.0118 0.0015 -0.0424
H 0.581126 -4.029353 2.003952 -0.0604 0.0205 -0.0448
H -0.166098 -3.020151 0.775045 0.0281 -0.0100 -0.0519
H 0.991838 -4.815508 -0.895737 -0.0569 0.0300 0.0019
H -0.547713 -5.143447 -0.119692 -0.0027 0.0009 0.0454
H 1.924989 -6.030405 0.894283 -0.1164 0.0082 -0.0149
H 2.005797 -2.316964 -1.322702 -0.0144 0.0278 0.0284
H 3.192260 -1.413946 -0.412203 -0.0242 -0.0344 0.0205
H 1.237429 0.017423 -1.007432 0.0053 -0.0344 0.0156
H 0.150012 -1.082400 -0.214543 -0.0068 0.0569 -0.0099
H 2.412516 0.450327 1.153610 -0.0690 0.0324 -0.0013
H 0.681470 0.863442 1.244391 -0.0461 -0.0777 0.0783
C -3.742181 -0.213227 -1.165220 -0.0341 0.0008 0.0129
S -2.610505 0.651530 -2.260921 0.0069 0.0010 0.0009
O -1.328554 -0.104140 -2.219829 0.0238 -0.0191 0.0010
C -2.393510 2.093933 -1.218196 -0.0269 -0.0147 0.0051
H -3.962486 -1.176960 -1.619263 0.0072 0.0006 -0.0071
H -3.259173 -0.356029 -0.198745 0.0112 0.0015 -0.0039
H -4.659962 0.365136 -1.060034 -0.0028 -0.0084 0.0039
H -2.028212 1.787697 -0.238606 0.0077 -0.0033 -0.0043
H -3.340338 2.622730 -1.118075 0.0196 0.0160 0.0100
H -1.661549 2.741806 -1.694765 -0.0068 -0.0071 -0.0124
C -3.927254 6.271504 -1.422942 -0.0181 0.0223 -0.0211
S -2.246602 5.951586 -0.872789 0.0191 0.0457 -0.0239
O -2.332646 4.878535 0.152375 -0.0309 -0.0492 0.0354
C -2.037781 7.494317 0.021901 0.0115 0.0368 -0.0051
H -4.260837 5.396110 -1.976522 0.0068 -0.0045 0.0025
H -4.563001 6.428688 -0.552113 0.0074 -0.0065 0.0086
H -3.935842 7.142833 -2.077498 -0.0081 -0.0042 -0.0022
H -2.808693 7.565884 0.788398 -0.0020 -0.0098 0.0021
H -2.096159 8.330735 -0.674311 0.0060 0.0012 0.0063
H -1.053620 7.467276 0.484419 0.0011 -0.0073 0.0004

---

# 2
46
Properties=species:S:1:pos:R:3:forces:R:3 method="wB97M-V/def2-TZVPD" spin_multiplicity=1 homo_ha=-0.42661 homo_lumo_gap_ev=4.738 total_charge=+1 e_tot_ha=-1085.24705
C 2.401421 1.270564 1.402976 -0.0947 -0.0390 -0.1329
C 3.228201 1.330378 0.142974 -0.3517 -0.6622 -0.6156
O 3.021741 2.536275 -0.588330 0.0993 -0.0925 0.7964
B 3.808413 3.594090 -0.238322 0.0341 0.8308 -0.6525
O 5.081366 3.409164 0.205951 -0.1315 -0.6082 0.2865
Si 3.042722 5.457510 -0.421994 -0.3172 -0.1089 0.1913
N 2.503921 5.939116 1.206822 0.1026 -0.3183 -1.0123
H 1.421979 1.700150 1.228010 -0.2204 0.2461 -0.0713
H 2.236837 0.227031 1.633035 0.0809 -0.3423 0.3772
H 2.860622 1.758908 2.249561 0.1291 0.1875 0.2398
H 2.885864 0.526118 -0.498177 -0.0790 -0.1577 -0.3615
H 4.271802 1.124670 0.326630 0.3994 0.2143 0.1433
H 5.463109 4.248427 0.449602 0.4285 0.2548 0.1141
H 1.882122 5.372232 -1.344036 0.0124 0.1429 -0.1165
H 4.018670 6.417207 -0.977751 0.0034 0.1173 0.0659
H 2.189367 5.085240 1.648016 -0.0780 -0.0054 0.4128
H 1.676919 6.511283 1.094944 -0.0550 0.2986 0.3379
C -2.125509 -1.024017 -2.220077 -0.4922 0.0977 0.4232
C -1.053702 -1.730254 -1.366387 -0.6874 1.6184 -2.8048
C -1.253885 -3.255850 -1.376255 -0.1965 -0.6285 1.1878
C -2.409654 -3.746852 -0.506803 -0.0190 0.2447 -0.0356
C -2.275046 -3.234201 0.925650 0.7431 -0.5889 -0.8643
C -2.167121 -1.704949 1.018692 -2.6087 1.5860 1.1689
N -1.076283 -1.224138 0.068430 2.1081 -5.0098 1.0027
O 0.012222 -1.314571 0.576602 -0.5614 1.8450 -0.2565
C -3.532856 -1.061998 0.691145 0.0522 0.0768 -0.5608
C -1.866788 -1.285703 2.455504 0.9415 0.0084 -0.0467
C 0.265458 -1.394080 -2.058415 0.5310 0.0227 0.7663
H -3.139867 -1.128042 -1.845801 0.0504 -0.0385 0.0240
H -1.911230 0.040899 -2.307674 0.0406 0.0029 0.0133
H -2.126734 -1.445263 -3.221740 0.1876 -0.0662 -0.0051
H -0.331909 -3.736808 -1.033340 0.0626 0.1621 0.0388
H -1.402012 -3.573676 -2.405940 0.0395 0.2992 -0.1429
H -3.364838 -3.443732 -0.939678 -0.0122 -0.0037 0.0176
H -2.411135 -4.837175 -0.496531 -0.0002 -0.0032 -0.0121
H -3.131009 -3.550415 1.519055 -0.0811 0.2931 0.1095
H -1.390200 -3.688458 1.384074 0.0481 0.1392 0.0263
H -3.433133 0.008351 0.509369 -0.0123 0.0100 0.0040
H -4.206863 -1.185925 1.533487 0.1405 -0.0513 0.1516
H -4.037357 -1.513001 -0.159137 0.0765 0.0185 -0.0321
H -0.974603 -1.765491 2.855971 0.0487 0.0466 -0.0591
H -2.695613 -1.575734 3.092723 -0.1432 -0.0518 -0.1209
H -1.741826 -0.205100 2.534376 -0.0248 0.0073 -0.0020
H 0.486869 -0.327800 -1.996041 -0.0129 0.0076 -0.0146
H 0.190544 -1.660396 -3.108303 -0.1765 -0.0314 -0.0292
H 1.109008 -1.943986 -1.642870 -0.0040 0.0292 0.0499

---

# 3
47
Properties=species:S:1:pos:R:3:forces:R:3 method="wB97M-V/def2-TZVPD" spin_multiplicity=1 homo_ha=-0.52469 homo_lumo_gap_ev=7.099 total_charge=+2 e_tot_ha=-2253.72004
C 3.085522 1.278711 -0.083671 0.3759 -0.5704 0.3878
C 1.607371 1.419003 -0.354052 -0.3809 1.4208 -3.7742
H 3.616623 2.154308 -0.506160 -0.3699 -0.2970 0.1704
H 3.474046 0.391771 -0.609290 -0.1707 0.3831 0.0960
H 3.345439 1.195359 0.987252 -0.1130 0.1154 -0.4630
O 1.089645 1.167814 -1.462508 1.1934 0.4417 2.8483
I 0.451694 -0.478222 1.151681 -0.3058 -1.8457 0.7283
Tl 5.337973 -1.607774 1.036019 0.7343 0.5387 0.5418
P 0.726709 2.784155 0.636366 0.4195 -0.1578 -0.2720
C -1.044812 2.617528 0.439833 -0.3664 0.1559 0.0288
C 1.228780 2.809595 2.356680 -0.0467 0.1386 0.4049
H 1.076103 3.834265 2.723973 0.0176 -0.2363 0.0163
H 0.698616 5.127871 0.228044 0.1899 -0.1518 -0.1224
H 2.288509 2.553645 2.490708 -0.2634 0.0949 -0.1444
H 2.357274 4.465863 0.049087 -0.3253 -0.0547 -0.0513
H -1.519121 2.261265 1.361778 0.1523 0.0421 -0.1677
H 0.614552 2.131464 2.961853 0.1452 0.1490 -0.1247
C 1.292537 4.290405 -0.163738 0.0683 0.0728 -0.1088
H -1.455531 3.608639 0.204366 0.0411 -0.2507 0.0441
H 1.140417 4.199953 -1.248490 0.0126 0.0687 0.2809
H -1.274282 1.934412 -0.384735 0.1265 0.0956 0.0286
P 1.285147 -2.520533 0.100987 -0.2909 -0.0092 0.0765
C -0.096767 -3.433850 -0.564457 -0.1979 -0.1313 0.1122
C 2.411290 -2.141496 -1.241212 0.2673 0.2719 -0.2455
H 2.829306 -2.831851 1.959435 -0.3592 -0.2680 -0.3117
H 2.540587 -4.340680 1.012146 -0.0751 0.1949 0.0447
H 1.302537 -3.736519 2.155273 0.1915 0.0749 -0.2318
C 2.074118 -3.437389 1.430407 0.0637 0.0152 0.3498
H 3.452624 -2.038596 -0.901269 -0.4876 -0.0462 -0.0463
H 2.358659 -2.986645 -1.942036 -0.0028 0.1933 0.1343
H 0.299453 -4.095583 -1.348686 -0.0881 0.1056 0.2195
H -0.854506 -2.750213 -0.997367 0.2199 -0.0711 0.0854
H 2.095769 -1.223567 -1.757887 -0.0144 -0.2754 0.0515
H -0.552471 -4.037156 0.233897 0.0942 0.1864 -0.2192
Cl 6.115166 0.350853 2.467086 -0.4324 -0.4471 -0.4506
C -4.621411 -0.711060 -2.389847 0.0727 -0.0019 -0.4096
N -4.310138 -0.746066 -0.974363 0.9546 -0.3643 0.4364
C -5.354082 -0.473522 0.000086 0.1162 0.1090 0.5493
C -3.066401 -1.119315 -0.612067 -0.6651 0.1244 -0.9267
O -2.197666 -1.424959 -1.442979 -0.1400 0.2471 0.8787
H -5.672010 -0.437365 -2.493518 0.2217 -0.0369 -0.1685
H -4.437596 -1.692433 -2.845672 -0.0950 0.2576 0.0669
H -3.982361 0.024073 -2.894536 -0.2216 -0.1668 0.0116
H -5.331670 -1.229816 0.796528 -0.1912 0.1846 -0.2431
H -5.218520 0.512781 0.466864 -0.1653 -0.1768 -0.1853
H -6.316994 -0.497741 -0.515036 0.1637 -0.0528 0.3019
H -2.890128 -1.121384 0.483229 -0.0735 -0.0700 -0.2278

---

# 4
57
Properties=species:S:1:pos:R:3:forces:R:3 method="wB97M-V/def2-TZVPD" spin_multiplicity=1 homo_ha=-0.14972 homo_lumo_gap_ev=5.810 total_charge=-1 e_tot_ha=-2057.77016
Li -0.671248 0.670641 0.886156 -0.0315 0.1220 0.2852
N 1.961922 2.098731 4.465116 -1.1663 -0.1386 -4.8086
O 1.149102 1.424561 3.856636 -3.0617 -2.6887 -2.0101
O 2.047882 1.971991 5.608856 1.4721 0.0538 7.0495
O 2.609052 2.860011 3.770446 2.6949 2.7235 -0.7618
C -5.308998 -1.357899 3.904036 1.1632 2.3163 -0.0440
F -4.664088 -2.510029 3.740046 -0.8946 -0.5691 -1.2037
F -6.303418 -1.028329 2.978706 1.4702 -1.5070 1.1093
F -5.851658 -1.432609 5.105626 -0.9093 0.1379 0.1458
S -3.929348 -0.022179 3.916566 -0.1095 2.9941 -0.6615
O -3.367378 -0.164449 5.257866 -0.8373 -0.0504 -1.3383
O -3.018698 -0.376819 2.809596 -0.6141 -0.3273 0.4827
O -4.621058 1.291401 3.602866 0.9671 -2.8007 0.8771
C -0.736228 -4.063719 0.047096 -0.3280 -0.4319 0.5833
C 0.675932 -3.663929 0.451036 0.3156 -1.7745 -0.2239
C 1.703052 -4.575559 -0.273064 1.0949 0.5137 -0.5630
O 3.081572 -4.081859 -0.157844 -0.2588 -0.7190 -0.3831
C 3.986042 -4.966639 -0.834334 0.2607 -0.1037 0.6665
N 1.031702 -2.304209 0.169596 0.2685 0.7359 0.4399
H -1.026808 -3.825189 -0.976024 0.2416 0.2208 -0.0262
H -1.475918 -3.664799 0.741226 0.0748 0.5111 -0.1445
H -0.880648 -5.136049 0.178816 0.2522 -0.2505 -0.1838
H 0.797082 -3.802899 1.525336 -0.1912 -0.0196 0.1081
H 1.464852 -4.456429 -1.330024 -0.1940 -0.3525 -0.4077
H 1.762732 -5.637979 -0.036844 -0.6395 -0.0603 0.3423
H 4.204932 -5.873729 -0.270974 -0.5258 -0.2742 0.4283
H 4.988862 -4.547519 -0.916834 -0.3035 0.7329 -0.1144
H 3.665662 -5.314059 -1.816544 -0.3549 0.3976 -0.1945
H 1.923492 -2.303539 0.643746 0.3982 1.1005 0.2233
H 1.331742 -2.227969 -0.791794 -0.2633 0.0811 -0.5163
C 1.862762 4.639041 -1.935624 0.3172 -1.1878 -0.9340
C 1.523002 3.132381 -2.034684 0.3726 0.8716 0.5409
C 2.648662 2.295271 -2.672514 -1.2863 1.3652 0.7613
O 2.136502 1.036041 -2.932234 -0.7653 0.0158 0.7506
C 3.067132 0.153341 -3.413254 0.6263 -0.8124 -1.4269
N 1.225812 2.675041 -0.688314 -0.3647 -0.7694 0.7727
H 1.075902 5.085221 -1.327454 0.3495 0.3892 -0.1104
H 1.896212 5.051801 -2.943894 -0.0947 0.4043 0.0480
H 2.861862 4.718941 -1.507234 -0.1233 0.3907 0.3321
H 0.615782 3.066361 -2.635264 0.0016 -0.4047 -0.1635
H 3.496352 2.221611 -1.991274 0.2449 0.1341 0.1423
H 2.935242 2.872851 -3.551364 0.3612 -0.3319 -0.5555
H 4.082372 0.242881 -3.026754 0.0087 0.2166 0.5550
H 3.151532 0.339811 -4.483864 0.2585 -0.2971 -0.4443
H 2.736032 -0.875589 -3.272564 -0.1293 0.0771 0.1096
H 2.067862 2.695331 -0.130944 0.5234 -0.4137 0.0652
H 0.705132 3.390061 -0.200744 -0.5943 0.1120 -0.0737
C -3.867148 1.837141 -1.081204 0.6001 0.4231 0.5636
C -3.501388 3.280721 -0.632824 -0.7277 -0.7773 -0.1195
O -2.812108 3.253841 0.581976 1.5288 -0.2557 0.1547
O -2.637768 1.109661 -1.334264 -0.4608 0.1120 0.3084
H -4.509518 1.752991 -1.957774 -0.1021 0.3452 -0.0027
H -4.363318 1.353871 -0.239554 0.0340 -0.2439 -0.0580
H -4.329598 3.953221 -0.409424 -0.6491 -0.1847 -0.9681
H -2.872568 3.685141 -1.426004 0.2133 0.3553 0.2632
H -3.327598 2.784061 1.241656 -0.2807 -0.1003 0.3415
H -2.397288 1.269991 -2.249724 0.1474 -0.0069 -0.0083